Entry 1:
Below is a cluster of 2 separate species, C6H15NO2 in total, with properties calculated with ωB97M-V/def2-TZVPD.

XYZ file:
```
24
Properties=species:S:1:pos:R:3
O -0.813 1.410 0.313
C -0.150 0.388 0.085
N -0.239 -0.670 0.877
C -1.202 -0.719 1.947
C 1.244 1.835 -1.651
C 0.033 -2.947 -0.064
C 0.832 0.385 -1.143
C 0.658 -1.862 0.802
H -2.105 -0.229 1.545
H -0.834 -0.129 2.803
H -1.477 -1.725 2.305
H 1.760 1.738 -2.621
H 1.933 2.311 -0.933
H 0.366 2.490 -1.784
H 0.738 -3.789 0.039
H -0.020 -2.661 -1.128
H -0.966 -3.283 0.260
H 1.765 -0.162 -0.908
H 0.259 -0.223 -1.868
H 1.702 -1.737 0.453
H 0.693 -2.305 1.816
O -1.694 3.858 -0.624
H -1.332 3.348 0.136
H -1.151 4.678 -0.655
```

Summary:
**SMILES**: CCC(=O)N(C)CC.O
**HOMO**: -9.32 eV
**LUMO energy**: 0.79 eV
**Orbital gap**: 0.371 hartree
**Relative energy (zero: lowest compared OMol25 entry of this formula, charge and spin)**: 24.6 kcal/mol

---

Entry 2:
Below is a structure of composition C29H31GeP2S2Tc, with properties calculated with ωB97M-V/def2-TZVPD.

XYZ file:
```
66
Properties=species:S:1:pos:R:3
Tc 1.184 -1.806 0.785
S -0.869 -2.757 -0.042
P -1.221 -0.819 -0.609
C 0.187 -0.132 0.146
P 1.526 0.823 -0.409
S 3.051 -0.454 0.097
C 1.552 1.339 -2.130
C 0.579 2.256 -2.525
C 0.513 2.647 -3.850
C 1.423 2.134 -4.767
C 2.396 1.229 -4.366
C 2.461 0.819 -3.043
C 1.710 2.312 0.588
C 2.828 3.115 0.362
C 3.027 4.237 1.146
C 2.113 4.555 2.143
C 1.004 3.751 2.366
C 0.798 2.620 1.589
C -2.743 -0.215 0.150
C -3.683 -1.109 0.653
C -4.833 -0.625 1.260
C -5.040 0.743 1.363
C -4.103 1.634 0.857
C -2.953 1.159 0.251
C -1.375 -0.659 -2.397
C -0.322 -1.120 -3.185
C -0.392 -0.996 -4.560
C -1.512 -0.415 -5.145
C -2.560 0.040 -4.359
C -2.498 -0.079 -2.979
H -0.111 2.658 -1.789
H -0.236 3.359 -4.168
H 1.375 2.448 -5.801
H 3.107 0.843 -5.085
H 3.208 0.108 -2.714
H 3.531 2.850 -0.420
H 3.892 4.866 0.981
H 2.266 5.438 2.750
H 0.299 4.005 3.147
H -0.050 1.966 1.755
H -3.514 -2.175 0.572
H -5.564 -1.318 1.652
H -5.935 1.116 1.843
H -4.272 2.700 0.936
H -2.211 1.848 -0.140
H 0.542 -1.576 -2.714
H 0.421 -1.353 -5.177
H -1.566 -0.319 -6.221
H -3.430 0.487 -4.821
H -3.313 0.267 -2.356
C -0.225 -4.454 3.020
Ge 1.178 -3.220 3.645
C 2.888 -3.709 2.765
C 1.237 -3.116 5.608
C 0.866 -1.436 2.821
H -0.128 -5.432 3.492
H -0.156 -4.588 1.943
H -1.212 -4.055 3.254
H 3.211 -4.726 2.983
H 3.683 -3.023 3.056
H 2.763 -3.635 1.672
H 1.429 -4.104 6.023
H 0.276 -2.761 5.976
H 2.019 -2.433 5.935
H 1.612 -0.721 3.178
H -0.129 -1.033 3.008
```

Summary:
**Multiplicity**: 2
**Total charge**: +1
**HOMO (spin up / spin down)**: -10.79 / -11.31 eV
**LUMO energy (spin up / spin down)**: -4.21 / -3.71 eV
**Orbital gap (spin up / spin down)**: 0.242 / 0.279 hartree

---

Entry 3:
Below is a cluster of 2 separate species, C3H6NO2S in total, with properties calculated with ωB97M-V/def2-TZVPD.

XYZ file:
```
13
Properties=species:S:1:pos:R:3
O 0.179 1.094 -2.337
C 0.722 1.162 -1.236
O 1.502 1.982 -0.703
C 0.390 -0.019 -0.169
C -0.351 0.410 1.093
S -0.997 -0.993 2.095
N -0.349 -1.033 -0.950
H 1.350 -0.481 0.212
H 0.223 1.058 1.742
H -1.295 0.855 0.736
H 0.465 -1.922 1.269
H -1.022 -0.593 -1.564
H -0.817 -1.520 -0.190
```

Summary:
**Total charge**: -1
**HOMO**: -4.19 eV
**LUMO energy**: 2.63 eV
**Orbital gap**: 0.251 hartree
**Relative energy (zero: lowest compared OMol25 entry of this formula, charge and spin)**: 57.2 kcal/mol

---

Entry 4:
Below is an isolated molecule of C5H11N, with properties calculated with ωB97M-V/def2-TZVPD.

XYZ file:
```
17
Properties=species:S:1:pos:R:3
C 2.852 0.907 -0.461
N 1.774 0.562 0.430
C 0.706 -0.156 -0.242
C -3.101 -0.815 0.354
C -1.706 -1.067 -0.151
C -0.618 -0.432 0.502
H 3.672 1.463 -0.031
H 2.518 1.337 -1.413
H 3.396 -0.035 -0.694
H 1.368 1.412 0.805
H 0.503 0.391 -1.201
H 0.984 -1.176 -0.554
H -3.941 -1.255 -0.191
H -3.296 0.259 0.515
H -3.293 -1.225 1.383
H -1.405 0.121 -0.607
H -0.414 -0.291 1.554
```

Summary:
**SMILES**: C/C=C/CNC
**HOMO**: -8.47 eV
**LUMO energy**: 0.66 eV
**Orbital gap**: 0.336 hartree
**Relative energy (zero: lowest compared OMol25 entry of this formula, charge and spin)**: 113.5 kcal/mol

---

Entry 5:
Below is a cluster of 3 separate species, C2H9O2S in total, with properties calculated with ωB97M-V/def2-TZVPD.

XYZ file:
```
14
Properties=species:S:1:pos:R:3
C 0.391 -1.851 -1.683
C 0.238 -0.431 -1.033
S -1.408 -0.094 -0.396
H 1.177 -1.798 -2.441
H 0.654 -2.614 -0.968
H -0.563 -2.118 -2.122
H 1.004 -0.375 -0.248
H 0.549 0.269 -1.810
H 0.478 1.197 2.091
H 1.432 1.594 0.979
O 1.403 1.435 1.925
H -1.481 1.413 1.198
H -2.338 1.492 2.436
O -1.537 1.881 2.072
```

Summary:
**Total charge**: -1
**HOMO**: -2.91 eV
**LUMO energy**: 4.00 eV
**Orbital gap**: 0.254 hartree
**Relative energy (zero: lowest compared OMol25 entry of this formula, charge and spin)**: 5.3 kcal/mol

---

Entry 6:
Below is a structure of composition C78H158F30N13O23S10, with properties calculated with ωB97M-V/def2-TZVPD.

XYZ file:
```
312
Properties=species:S:1:pos:R:3
C 3.369 -9.855 -4.023
C 3.554 -8.330 -3.989
C 4.579 -7.880 -2.881
N 4.221 -6.482 -2.334
C 4.468 -5.461 -3.395
C 5.256 -6.128 -1.248
C 4.522 -5.641 -0.042
C 3.112 -5.306 -0.644
C 2.905 -6.441 -1.693
H 3.052 -10.198 -3.022
H 4.233 -10.489 -4.290
H 2.553 -10.156 -4.650
H 2.616 -7.803 -3.869
H 3.901 -7.892 -4.937
H 5.610 -7.722 -3.148
H 4.551 -8.541 -2.029
H 3.766 -5.557 -4.257
H 5.511 -5.623 -3.756
H 4.481 -4.446 -2.959
H 5.945 -5.355 -1.533
H 5.860 -7.021 -1.061
H 4.909 -4.758 0.359
H 4.333 -6.462 0.633
H 3.066 -4.325 -1.160
H 2.331 -5.339 0.099
H 2.054 -6.191 -2.427
H 2.774 -7.393 -1.127
C -7.704 -5.299 -1.407
C -6.354 -5.009 -2.136
C -5.987 -6.148 -3.096
C -4.946 -5.538 -4.016
N -4.293 -6.443 -4.955
C -3.283 -7.366 -4.304
C -2.200 -7.595 -5.439
C -2.624 -6.803 -6.628
C -3.505 -5.724 -6.026
C -5.316 -7.224 -5.694
H -7.660 -6.249 -0.953
H -8.545 -5.406 -2.087
H -7.896 -4.551 -0.644
H -5.567 -4.814 -1.410
H -6.499 -4.074 -2.697
H -6.902 -6.497 -3.711
H -5.625 -7.043 -2.488
H -4.202 -5.101 -3.415
H -5.422 -4.769 -4.650
H -3.848 -8.204 -3.909
H -2.824 -6.808 -3.544
H -1.964 -8.628 -5.694
H -1.219 -7.198 -5.085
H -3.061 -7.264 -7.490
H -1.760 -6.327 -7.037
H -4.315 -5.319 -6.646
H -2.924 -4.908 -5.519
H -4.762 -7.707 -6.481
H -6.109 -6.594 -6.100
H -5.786 -7.937 -5.075
C -5.810 -0.030 8.764
C -6.150 1.028 7.676
C -7.183 0.548 6.670
C -7.485 1.542 5.497
N -7.977 0.761 4.317
C -7.037 -0.314 3.915
C -7.432 -0.567 2.451
C -7.935 0.825 1.893
C -8.072 1.693 3.169
C -9.325 0.224 4.681
H -6.671 -0.468 9.318
H -5.123 0.438 9.435
H -5.340 -0.890 8.322
H -5.206 1.239 7.163
H -6.521 1.940 8.167
H -8.085 0.260 7.199
H -6.728 -0.416 6.243
H -6.559 2.040 5.249
H -8.143 2.307 5.902
H -7.150 -1.222 4.455
H -6.015 0.182 3.927
H -8.208 -1.302 2.381
H -6.503 -0.935 1.955
H -8.933 0.652 1.392
H -7.259 1.265 1.203
H -8.997 2.296 3.265
H -7.158 2.381 3.196
H -9.842 1.113 5.109
H -9.226 -0.642 5.403
H -9.805 -0.060 3.764
C 1.629 6.657 -0.994
C 2.610 6.477 -2.155
C 3.670 5.462 -1.805
C 4.501 5.268 -3.113
N 5.646 4.374 -3.107
C 6.901 5.093 -2.742
C 8.107 4.231 -3.107
C 7.497 3.436 -4.319
C 6.006 3.873 -4.458
C 5.453 3.183 -2.275
H 0.966 7.499 -1.119
H 1.998 6.718 0.064
H 1.006 5.791 -0.964
H 2.991 7.414 -2.539
H 1.925 6.217 -2.979
H 3.218 4.466 -1.533
H 4.364 5.781 -1.091
H 4.911 6.313 -3.328
H 3.829 4.959 -3.965
H 6.822 5.605 -1.740
H 6.828 5.928 -3.410
H 8.286 3.502 -2.323
H 8.991 4.845 -3.373
H 7.696 2.371 -4.324
H 8.067 3.697 -5.248
H 5.297 3.064 -4.739
H 5.888 4.742 -5.112
H 6.356 2.557 -2.229
H 4.616 2.532 -2.572
H 5.283 3.407 -1.223
C -5.412 -0.106 -2.440
C -4.310 -1.153 -2.702
C -3.925 -1.262 -4.220
C -3.661 0.023 -4.995
N -2.218 0.583 -4.926
C -2.305 1.871 -5.760
C -1.516 1.653 -7.067
C -1.373 0.130 -7.188
C -1.227 -0.256 -5.697
C -1.797 0.943 -3.566
H -4.964 0.906 -2.413
H -5.796 -0.207 -1.399
H -6.274 -0.118 -3.094
H -4.630 -2.181 -2.482
H -3.486 -1.034 -2.063
H -4.683 -1.767 -4.640
H -3.050 -1.918 -4.385
H -4.206 0.947 -4.707
H -3.990 0.018 -5.995
H -1.868 2.654 -5.125
H -3.378 2.113 -5.878
H -0.497 2.012 -6.996
H -2.014 2.110 -7.963
H -0.436 -0.205 -7.656
H -2.206 -0.388 -7.633
H -0.277 0.073 -5.395
H -1.352 -1.235 -5.396
H -1.766 0.085 -2.893
H -2.471 1.654 -3.191
H -0.836 1.420 -3.651
C 3.704 -2.739 4.905
C 4.229 -1.310 4.730
N 4.423 -0.488 5.990
C 4.763 0.954 5.616
C 3.120 -0.642 6.813
C 3.229 0.023 8.137
C 5.556 -0.984 6.802
C 6.742 -1.461 6.118
O 7.142 -0.530 5.098
C 8.394 -0.762 4.584
H 4.344 -3.334 5.566
H 3.760 -3.330 3.984
H 2.632 -2.919 5.232
H 3.603 -0.638 4.124
H 5.178 -1.279 4.255
H 5.605 0.881 4.913
H 4.931 1.608 6.494
H 3.780 1.422 5.176
H 3.044 -1.772 6.831
H 2.428 -0.217 6.129
H 3.258 -0.716 8.953
H 2.524 0.847 8.259
H 4.190 0.510 8.393
H 5.115 -1.786 7.393
H 5.813 -0.171 7.433
H 6.546 -2.434 5.656
H 7.504 -1.676 6.806
H 8.525 -0.031 3.757
H 8.436 -1.770 4.101
H 9.151 -0.769 5.364
C 1.796 2.302 0.245
C 1.836 0.856 0.789
N 0.735 -0.088 0.256
C -0.642 0.349 0.761
C 0.680 -0.069 -1.271
C 2.056 -0.247 -1.916
C 1.043 -1.426 0.761
C 1.030 -1.672 2.252
O -0.280 -1.900 2.726
C -0.167 -2.373 3.998
H 2.301 2.968 0.948
H 0.758 2.635 0.089
H 2.357 2.300 -0.699
H 1.739 0.917 1.863
H 2.807 0.456 0.628
H -1.279 -0.367 0.199
H -0.859 1.394 0.504
H -0.787 0.222 1.833
H 0.198 0.785 -1.581
H -0.100 -0.864 -1.423
H 2.689 -1.041 -1.575
H 2.698 0.645 -1.653
H 1.951 -0.178 -2.991
H 2.001 -1.736 0.327
H 0.296 -2.031 0.285
H 1.511 -0.842 2.789
H 1.653 -2.594 2.371
H 0.189 -3.392 3.900
H -1.130 -2.420 4.481
H 0.483 -1.877 4.690
C -0.102 9.194 1.662
C -0.962 8.760 2.788
N -1.487 7.318 2.919
C -2.375 7.034 1.703
C -0.250 6.432 2.797
C 0.843 6.868 3.781
C -2.219 7.257 4.201
C -2.707 5.901 4.681
O -3.506 6.085 5.840
C -3.916 4.778 6.369
H -0.018 10.278 1.592
H -0.420 8.777 0.692
H 0.950 8.880 1.637
H -1.869 9.376 2.733
H -0.589 9.010 3.783
H -2.633 6.012 1.957
H -1.725 7.085 0.868
H -3.097 7.802 1.775
H 0.051 6.521 1.739
H -0.645 5.395 2.843
H 1.358 7.638 3.187
H 1.561 6.022 3.932
H 0.647 7.106 4.807
H -3.039 7.953 4.177
H -1.450 7.616 4.874
H -1.833 5.249 4.949
H -3.299 5.413 3.879
H -4.472 4.166 5.687
H -4.562 4.941 7.265
H -3.020 4.185 6.502
C -2.311 5.170 -2.689
F -2.523 6.174 -3.487
F -1.251 4.412 -3.065
F -2.162 5.634 -1.376
S -3.948 4.164 -2.494
O -4.924 5.155 -2.281
O -4.079 3.313 -3.664
N -3.548 3.183 -1.283
S -3.426 3.631 0.265
O -2.106 3.270 0.822
O -3.990 4.916 0.510
C -4.574 2.538 1.187
F -4.420 1.206 0.895
F -4.537 2.733 2.506
F -5.833 2.785 0.859
C 4.087 -0.013 -7.096
F 5.235 0.642 -7.388
F 3.193 0.406 -8.049
F 4.310 -1.339 -7.359
S 3.471 0.109 -5.401
O 2.322 -0.749 -5.475
O 4.474 -0.486 -4.581
N 3.296 1.672 -5.186
S 2.016 2.446 -4.682
O 0.782 1.747 -4.685
O 2.269 3.246 -3.539
C 1.779 3.523 -6.143
F 0.692 4.266 -6.013
F 2.759 4.393 -6.408
F 1.609 2.720 -7.182
C -0.864 -4.707 0.082
F 0.380 -4.412 0.412
F -1.059 -5.993 0.221
F -1.724 -4.124 0.929
S -1.299 -4.149 -1.584
O -2.545 -4.844 -1.894
O -1.271 -2.714 -1.497
N -0.025 -4.771 -2.319
S 0.118 -4.745 -3.865
O 0.938 -5.826 -4.323
O -1.179 -4.518 -4.458
C 0.965 -3.241 -4.411
F 2.295 -3.304 -4.128
F 0.823 -3.067 -5.743
F 0.401 -2.210 -3.776
C 6.770 -2.174 -0.118
F 6.903 -1.083 -0.859
F 6.486 -3.216 -1.000
F 7.898 -2.591 0.480
S 5.362 -1.893 1.069
O 4.288 -1.969 0.160
O 5.528 -2.898 2.062
N 5.650 -0.549 1.805
S 5.201 0.871 1.331
O 4.812 0.919 -0.096
O 4.415 1.626 2.291
C 6.869 1.740 1.524
F 7.775 1.164 0.751
F 6.680 2.987 1.166
F 7.340 1.840 2.783
C -2.436 -0.037 6.522
F -1.165 -0.509 6.513
F -3.295 -1.067 6.561
F -2.651 0.793 7.521
S -2.802 0.727 4.821
O -2.646 -0.389 3.926
O -4.146 1.262 4.946
N -1.909 2.025 4.621
S -0.298 1.994 4.268
O 0.297 0.673 4.167
O -0.006 3.030 3.320
C 0.378 2.635 5.831
F 0.303 1.662 6.784
F 1.676 2.910 5.593
F -0.324 3.648 6.252
```

Summary:
**Total charge**: +3
**HOMO**: -14.20 eV
**LUMO energy**: -3.81 eV
**Orbital gap**: 0.382 hartree

---

Entry 7:
Below is the ion C4H4FN2 with charge +1, with properties calculated with ωB97M-V/def2-TZVPD.

XYZ file:
```
11
Properties=species:S:1:pos:R:3
C -1.272 -0.544 0.069
C -0.902 0.851 0.051
C -0.182 -1.482 -0.066
C 0.458 1.205 0.010
N 1.048 -1.046 0.078
N 1.343 0.141 0.053
F 2.661 0.450 0.092
H -2.314 -0.955 -0.013
H -1.536 1.731 -0.022
H -0.231 -2.609 -0.059
H 0.926 2.258 -0.192
```

Summary:
**Total charge**: +1
**SMILES**: F[n+]1ccccn1
**HOMO**: -16.68 eV
**LUMO energy**: -5.93 eV
**Orbital gap**: 0.395 hartree
**Relative energy (zero: lowest compared OMol25 entry of this formula, charge and spin)**: 17.4 kcal/mol

---

| no. | maximum force (eV/Å) |
| --- | --- |
| 1 | 3.17 |
| 2 | 2.92 |
| 3 | 4.50 |
| 4 | 5.44 |
| 5 | 1.33 |
| 6 | 4.21 |
| 7 | 3.98 |